{
  "formula": "C3H3IO2",
  "method": "ωB97M-V with the def2-TZVPD basis set",
  "species": ["C", "C", "C", "O", "O", "I", "H", "H", "H"],
  "coordinates": [[-0.4397, 0.7977, -0.2122], [-0.0727, -1.9690, -0.2779], [0.7036, 1.3225, 0.4532], [-1.4889, 0.7156, -0.8429], [0.6280, -2.9089, -0.2402], [-2.2033, -2.1809, -1.0300], [1.6153, 0.5928, 0.3294], [0.3286, 1.2001, 1.4905], [0.9291, 2.4301, 0.3300]],
  "nbo_charge": [0.69, 0.30, -0.80, -0.40, -0.53, -0.12, 0.31, 0.30, 0.26],
  "charge": 0,
  "homo_lumo_gap_ev": [7.8, 5.9],
  "relative_energy_ev": 3.179,
  "e_homo_ev": [-7.9, -7.3]
}

=====

{
  "formula": "C26H29B2F4N10O6S2Zr",
  "method": "ωB97M-V with the def2-TZVPD basis set",
  "species": ["Zr", "N", "C", "C", "O", "N", "C", "C", "O", "O", "H", "H", "H", "H", "H", "H", "B", "N", "C", "C", "C", "N", "N", "C", "C", "C", "N", "H", "H", "H", "H", "H", "H", "H", "H", "O", "C", "C", "C", "C", "C", "C", "C", "O", "N", "N", "C", "S", "C", "C", "S", "H", "H", "H", "H", "H", "H", "H", "H", "H", "N", "C", "O", "C", "C", "C", "N", "C", "C", "H", "H", "H", "H", "H", "H", "F", "B", "F", "F", "F"],
  "coordinates": [[-0.0442, -0.0677, 0.2407], [0.0762, -0.3217, 2.9070], [-0.5525, 0.8162, 3.5741], [-1.6330, 1.4086, 2.7189], [-2.5159, 2.0886, 3.2427], [-1.5398, 1.1421, 1.3970], [-2.6787, 1.6415, 0.6448], [-2.7192, 1.0164, -0.7112], [-3.5819, 1.2590, -1.5213], [-1.6872, 0.2114, -0.9565], [-0.5794, -1.0912, 2.8259], [0.8803, -0.6600, 3.4206], [0.2027, 1.5904, 3.7242], [-0.9900, 0.5848, 4.5429], [-2.6405, 2.7263, 0.5021], [-3.6246, 1.4494, 1.1466], [3.4134, 0.0578, 1.7928], [2.4601, 1.3131, 1.9213], [2.7784, 2.4152, 2.5957], [1.8366, 3.4038, 2.3458], [0.9398, 2.7948, 1.4872], [1.3125, 1.5356, 1.2170], [2.6291, -1.2992, 1.8628], [3.0734, -2.3625, 2.5377], [2.3541, -3.4793, 2.1520], [1.4590, -2.9885, 1.2097], [1.6154, -1.6752, 1.0298], [4.1404, 0.0898, 2.7749], [4.0192, 0.1154, 0.7649], [3.6695, 2.4183, 3.2044], [1.7966, 4.4051, 2.7437], [0.0272, 3.1851, 1.0697], [3.8986, -2.2483, 3.2227], [2.4642, -4.4957, 2.4912], [0.7204, -3.5283, 0.6435], [-2.0528, -5.5125, -0.3730], [-2.5459, -5.0322, 0.7840], [-3.2854, -5.9120, 1.5769], [-3.8435, -5.4835, 2.7649], [-3.6749, -4.1681, 3.1980], [-2.9280, -3.3021, 2.4215], [-2.3493, -3.7074, 1.2154], [-1.5429, -2.7356, 0.4419], [-1.2344, -1.6145, 1.0190], [-1.1338, -3.0750, -0.7338], [-0.4240, -2.0267, -1.3392], [-0.0909, -2.3306, -2.5370], [-0.1194, -3.9654, -3.1782], [1.2056, -3.5406, -4.3408], [0.9359, -2.1737, -4.9546], [0.2961, -1.0847, -3.6749], [-1.6269, -4.7494, -0.8368], [-3.4145, -6.9285, 1.2246], [-4.4224, -6.1803, 3.3611], [-4.1216, -3.8281, 4.1234], [-2.7814, -2.2756, 2.7336], [1.2392, -4.3194, -5.1020], [2.1485, -3.5208, -3.7991], [0.2093, -2.2298, -5.7644], [1.8653, -1.7370, -5.3195], [-0.6337, 5.7731, -5.2065], [0.3028, 5.6532, -4.2256], [1.1440, 6.5091, -4.0361], [0.2440, 4.4038, -3.3759], [-0.7256, 3.4259, -3.5064], [-0.7080, 2.3340, -2.6535], [0.2081, 2.1692, -1.6966], [1.1705, 3.0982, -1.6135], [1.2187, 4.2249, -2.4124], [-0.6399, 6.6265, -5.7355], [-1.3770, 5.1136, -5.3290], [-1.5192, 3.4684, -4.2428], [-1.4634, 1.5663, -2.7423], [1.9537, 2.9120, -0.8902], [2.0077, 4.9549, -2.2985], [3.1922, -1.0154, -2.6235], [2.8592, 0.2499, -2.1394], [1.7136, -0.0151, -1.1391], [3.8662, 0.8769, -1.4446], [2.3614, 1.0910, -3.1288]],
  "lowdin_charge": [1.94, 0.00, -0.15, -0.56, 0.01, -0.10, -0.14, -0.60, 0.07, -0.26, 0.07, 0.09, 0.11, 0.12, 0.13, 0.13, -0.37, -0.05, -0.09, -0.05, -0.19, -0.08, -0.09, -0.11, -0.05, -0.14, -0.04, 0.07, 0.07, 0.12, 0.09, 0.11, 0.11, 0.09, 0.10, 0.04, -0.27, -0.02, -0.09, -0.10, -0.02, -0.06, -0.43, -0.24, 0.01, -0.11, -0.88, 0.94, -0.51, -0.49, 1.01, 0.04, 0.11, 0.10, 0.10, 0.11, 0.07, 0.08, 0.07, 0.08, 0.17, -0.49, 0.05, -0.13, 0.01, -0.11, 0.07, -0.12, 0.02, 0.11, 0.08, 0.11, 0.09, 0.11, 0.12, 0.11, -1.21, -0.14, 0.14, 0.11],
  "charge": -1,
  "homo_lumo_gap_ev": 8.1,
  "relative_energy_ev": 0.000,
  "e_homo_ev": -5.9
}

=====

| no. | calculated total energy (Ha) |
| --- | --- |
| 1 | -564.15200 |
| 2 | -3300.44192 |